Entry 1:
# C2HCsLiO2

C2HCsLiO2 as an isolated structure (the ωB97M-V functional and the def2-TZVPD basis, the OMol25 dataset).

```
7
C2HCsLiO2 the ωB97M-V functional and the def2-TZVPD basis
O 2.5148 -0.9514 -1.9685
C 2.5431 0.1528 -2.2582
Li 0.8796 -2.1376 -2.2831
Cs 0.3239 -2.5989 0.1128
H 2.5746 1.1549 -2.6227
C -2.1299 2.2617 -1.4293
O -1.6326 3.2752 -1.2779
```

Calculated values
energy above the lowest of the compared OMol25 structures with the same formula, charge and spin	92.57	kcal per mole
Kohn-Sham gap (spin up / spin down)	7.319 / 4.879	eV
total charge	+1

Entry 2:
# C4H8O3

A 2-piece molecular cluster, C4H8O3 overall (the ωB97M-V functional and the def2-TZVPD basis, the OMol25 dataset).

```
15
C4H8O3 the ωB97M-V functional and the def2-TZVPD basis
C -2.3660 0.7318 -1.6336
C 0.2471 0.6828 0.7142
O 0.9349 1.2860 1.6851
C 0.4133 -0.4850 0.0802
O 1.3941 -1.4871 0.1986
C 2.3449 -1.5437 1.1117
O 2.5748 -0.7551 2.0034
H -2.5733 0.2212 -0.6890
H -2.8038 0.1630 -2.4561
H -2.7958 1.7350 -1.6044
H -0.6059 1.2729 0.3870
H 1.6409 0.6695 1.9799
H -1.2872 0.8117 -1.7865
H -0.2918 -0.7954 -0.6774
H 2.9423 -2.4501 0.9570
```

Calculated values
energy above the lowest of the compared OMol25 structures with the same formula, charge and spin	42.97	kcal per mole
structure (SMILES)	O=CO/C=C\O.C
Kohn-Sham gap	9.717	eV
total charge	0